(1)
Density functional theory data (ωB97M-V/def2-TZVPD) for a molecular structure, C3H15NO4 in a non-equilibrium geometry.

Values from the calculation:
Net charge ... 0
2S+1 ... 1
Orbital gap ... 0.1487 Ha
Energy relative to the best compared isomer or geometry (same formula, charge and spin) ... 841.9 kJ/mol
E_tot ... -478.7081 Eh

XYZ file:
```
23
Properties=species:S:1:pos:R:3:nbo_charge:R:1
C 0.76567 0.45251 1.27867 -0.56
C -0.74069 0.03507 1.34806 -0.27
N -1.47219 0.50802 0.22943 -0.19
C -1.34830 -0.19874 -0.97958 -0.48
H 0.81024 1.50245 1.00041 0.24
H 1.18496 0.21476 2.25562 0.26
H -0.79106 -1.05264 1.40262 0.28
H -1.23235 0.44478 2.24746 0.23
H -1.85421 -1.18636 -0.98800 0.26
H -0.25939 -0.33955 -1.31224 0.40
H -1.93675 0.22160 -1.79104 0.24
H 0.99678 -2.69960 -1.03668 0.48
H 0.81830 -2.10983 0.57213 0.48
O 0.55374 -2.08431 -0.46380 -0.92
H 1.29871 -3.13365 2.06880 0.45
H 1.28750 -0.15273 0.54332 0.25
O 0.87942 -2.26643 1.93681 -0.99
H -1.27222 1.50782 -0.01324 0.46
H 1.69717 1.42885 -2.58718 0.47
O 0.91140 1.07300 -2.15015 -0.99
H 0.34678 1.83858 -1.51435 0.48
H 0.05041 3.46921 -0.80652 0.48
O -0.29514 2.56675 -0.75115 -1.05
```


(2)
Density functional theory data (ωB97M-V/def2-TZVPD) for a molecular structure, C3H15O6V in a non-equilibrium geometry.

Values from the calculation:
Net charge ... 0
2S+1 ... 3
Expectation value of S² ... 2.01
Orbital gap (alpha / beta) ... 0.2969 / 0.3237 Ha
E_tot ... -1518.5239 Eh

XYZ file:
```
25
Properties=species:S:1:pos:R:3:mulliken_spin:R:1
V -0.62721 -0.55068 0.00679 0.94
C -3.28613 -1.63809 0.67661 0.00
O -2.29168 -0.87686 0.27499 0.02
H -3.51644 -1.16722 1.56829 0.00
H -4.07127 -1.66967 -0.07599 0.00
H -2.92475 -2.65682 0.84118 0.00
C 1.08059 1.25939 1.62332 0.01
O -0.31195 0.68228 1.70153 -0.02
H 1.74838 0.54138 2.09404 0.00
H 1.42928 1.62568 0.64542 0.00
H 1.14763 2.08541 2.31995 0.00
C 0.15370 0.90812 -2.51729 0.00
O -0.62207 0.49926 -1.39199 0.06
H -0.18741 1.73723 -3.13310 0.00
H 1.07657 1.22122 -2.18999 0.00
H 0.18980 0.12842 -3.19326 0.00
O 0.52847 -1.64151 -0.05407 -0.02
H 1.28074 -1.59785 -0.79098 0.01
H 3.47560 -1.74889 -0.21548 0.00
O -2.38669 2.00131 0.47269 0.00
H -1.88696 1.61116 1.21706 0.00
H -2.54667 1.16270 -0.01627 0.00
O 3.20223 -1.22889 -0.91578 0.00
H 3.74984 -1.99735 -1.19630 0.00
H 5.59642 1.31027 2.24862 0.99
```


(3)
Density functional theory data (ωB97M-V/def2-TZVPD) for 6 unconnected molecules or ions with the total composition C3H16BrN2O6 in a non-equilibrium geometry.

Values from the calculation:
Net charge ... 0
2S+1 ... 2
Expectation value of S² ... 0.75
Orbital gap (alpha / beta) ... 0.3618 / 0.1452 Ha
E_tot ... -3258.7745 Eh

XYZ file:
```
28
Properties=species:S:1:pos:R:3:mulliken_spin:R:1
Br 5.53477 -18.27337 -15.41771 0.95
C 2.51684 -20.93035 -14.51003 0.00
O 1.67369 -21.74618 -14.15287 0.02
N 2.51814 -19.69778 -14.10621 0.01
N 3.51644 -21.09973 -15.28952 0.00
H 3.27465 -19.06598 -14.32673 0.00
H 1.79217 -19.45459 -13.44747 0.00
H 3.51851 -21.99378 -15.75939 0.00
H 4.28073 -20.49014 -15.54322 0.00
C 5.44548 -13.35843 -14.00261 0.00
C 6.04110 -14.65719 -13.56973 0.00
O 5.22043 -15.68508 -12.99532 0.00
O 5.40230 -12.46450 -12.90411 0.00
H 4.40422 -13.56677 -14.24849 0.00
H 5.88637 -12.86326 -14.86778 0.00
H 6.93752 -14.53541 -12.96171 0.00
H 6.35737 -15.11820 -14.50544 0.00
H 5.15232 -16.39457 -13.63844 0.00
H 5.10796 -12.94646 -12.12779 0.00
O 2.30964 -17.56121 -16.46445 0.01
H 3.16686 -17.94677 -16.28351 0.00
H 2.28043 -17.47760 -17.41754 0.00
O 7.68616 -19.11222 -12.71169 0.01
H 6.95269 -19.51148 -12.24388 0.00
H 7.29840 -18.76657 -13.51568 0.00
O 7.33695 -18.86285 -18.37782 0.00
H 6.86957 -18.55506 -17.60126 0.00
H 7.15233 -19.80143 -18.41274 0.00
```


(4)
Density functional theory data (ωB97M-V/def2-TZVPD) for 3 unconnected molecules or ions with the total composition C3H16N2O2 in a non-equilibrium geometry.

Values from the calculation:
Net charge ... +2
2S+1 ... 1
Orbital gap ... 0.4654 Ha
Energy relative to the best compared isomer or geometry (same formula, charge and spin) ... 237.6 kJ/mol
E_tot ... -383.2447 Eh

XYZ file:
```
23
Properties=species:S:1:pos:R:3:nbo_charge:R:1
C -0.95831 1.35685 0.41715 -0.24
C 0.25753 0.44292 0.54446 -0.46
C 0.24788 -0.79559 -0.45044 -0.26
N 1.05000 -1.93487 0.15750 -0.73
N -0.80914 2.03448 -0.94265 -0.71
H -0.90654 2.18425 1.21398 0.27
H -1.78607 0.67492 0.62722 0.26
H 0.24794 0.11105 1.65429 0.25
H 1.28864 0.78304 0.52310 0.25
H -0.85941 -1.06155 -0.55309 0.26
H 0.43661 -0.65382 -1.46080 0.22
H 0.43852 -2.80241 0.31881 0.47
H 1.98566 -2.17970 -0.40906 0.47
H 1.46852 -1.68504 1.05834 0.48
H -1.75686 1.98845 -1.39619 0.48
H -0.07057 1.55382 -1.63563 0.46
H -0.58330 3.01798 -0.78156 0.46
H -3.16733 -0.37326 -1.83420 0.52
H -2.03871 -0.27828 -2.93902 0.51
O -2.17204 -0.15319 -1.93633 -1.02
H 3.02762 -1.27425 2.88462 0.52
H 2.16238 -0.14722 2.73648 0.49
O 2.49699 -0.80857 2.20303 -0.96
```


(5)
Density functional theory data (ωB97M-V/def2-TZVPD) for 4 unconnected molecules or ions with the total composition C3H16N2O3 in a non-equilibrium geometry.

Values from the calculation:
Net charge ... -1
2S+1 ... 2
Expectation value of S² ... 0.75
Orbital gap (alpha / beta) ... 0.0870 / 0.3345 Ha
Energy relative to the best compared isomer or geometry (same formula, charge and spin) ... 0.0 kJ/mol
E_tot ... -459.0796 Eh

XYZ file:
```
24
Properties=species:S:1:pos:R:3:mulliken_spin:R:1
N 1.37567 2.07361 -0.21026 0.25
C 0.29514 1.33332 0.41202 0.77
C -0.80108 0.95651 -0.59535 0.17
N -1.55698 -0.24209 -0.18673 -0.16
C -2.60974 -0.64739 -1.09487 0.07
H 1.09862 2.93555 -0.66140 -0.01
H 1.90458 1.50005 -0.85239 -0.13
H 0.72726 0.43972 0.85119 -0.43
H -0.12086 1.97306 1.19189 0.01
H -1.50536 1.78507 -0.67133 0.08
H -0.31141 0.77758 -1.55832 -0.06
H -0.79962 -0.91359 -0.07857 0.11
H -3.49937 -0.06407 -0.88151 0.00
H -2.31063 -0.51052 -2.14065 -0.01
H -2.75260 -1.71938 -0.98106 0.01
H -0.74245 -2.20034 2.28053 0.01
H -1.42327 -0.95289 1.72730 0.00
O -0.77529 -1.24406 2.40085 0.04
H 0.88310 -1.66900 0.97614 0.03
H 1.71710 -1.58568 -0.28184 -0.07
O 1.01415 -2.12521 0.13350 0.28
H 4.03069 -0.42705 -0.01897 0.10
H 3.05615 0.64866 0.41964 -0.12
O 3.10622 -0.12186 -0.17980 0.08
```


(6)
Density functional theory data (ωB97M-V/def2-TZVPD) for 4 unconnected molecules or ions with the total composition C3H16NO3 in a non-equilibrium geometry.

Values from the calculation:
Net charge ... 0
2S+1 ... 2
Expectation value of S² ... 0.75
Orbital gap (alpha / beta) ... 0.0996 / 0.4068 Ha
Energy relative to the best compared isomer or geometry (same formula, charge and spin) ... 184.5 kJ/mol
E_tot ... -404.1724 Eh

XYZ file:
```
23
Properties=species:S:1:pos:R:3:mulliken_spin:R:1
C -1.66011 -0.36171 -1.06653 -0.15
C -0.90534 -0.09381 0.27040 1.13
N 0.68664 -0.36832 0.11331 -0.11
C 0.86694 -1.88882 -0.21031 0.52
H -1.60591 -1.26723 -1.53558 -0.01
H -2.78469 -0.10996 -0.81573 -0.13
H -1.30519 0.50387 -1.68618 0.08
H -0.97478 1.01176 0.57409 0.00
H -1.24696 -0.92496 1.12103 -0.10
H 1.21139 -0.12261 0.97667 -0.21
H 0.97631 0.22281 -0.61695 0.14
H 0.48882 -2.46715 0.60740 -0.16
H 1.94157 -2.05037 -0.41501 -0.09
H 0.41977 -2.24672 -1.10506 -0.06
H 0.85595 2.78299 2.13585 -0.11
H 1.05626 3.45034 0.78474 -0.13
O 1.23896 2.61759 1.29211 0.47
H 0.46402 1.54537 -3.22807 -0.02
H 0.68561 0.20563 -3.58686 -0.03
O 0.81279 0.76918 -2.78142 0.12
H -0.37261 -1.14710 3.19479 0.06
H -0.64662 0.33484 3.20848 0.02
O -0.20282 -0.39564 2.76881 -0.21
```


(7)
Density functional theory data (ωB97M-V/def2-TZVPD) for 4 unconnected molecules or ions with the total composition C3H16NO3S in a non-equilibrium geometry.

Values from the calculation:
Net charge ... +1
2S+1 ... 1
Orbital gap ... 0.3778 Ha
Energy relative to the best compared isomer or geometry (same formula, charge and spin) ... 87.1 kJ/mol
E_tot ... -802.3178 Eh

XYZ file:
```
24
Properties=species:S:1:pos:R:3:nbo_charge:R:1
C -1.18248 1.71337 0.21316 -0.65
C -0.68075 0.29459 0.41088 -0.05
C 0.80529 0.39813 0.71420 -0.56
S 1.46549 -1.20548 1.29492 -0.07
N -1.32400 -0.21430 1.72196 -0.69
H -0.50460 2.17910 -0.50135 0.26
H -1.27685 2.29647 1.12657 0.21
H -2.15647 1.80425 -0.26816 0.25
H -0.97385 -0.39958 -0.36149 0.26
H 1.38789 0.60274 -0.15136 0.29
H 0.97380 1.22390 1.40652 0.23
H 2.27750 -0.85859 2.30447 0.16
H -1.97283 0.48232 2.06346 0.44
H -1.66916 -1.17456 1.69402 0.47
H -0.58235 -0.23514 2.42270 0.44
H -1.23439 0.89174 -4.10198 0.49
H -0.00902 1.08988 -3.10814 0.48
O -0.95697 0.97007 -3.18425 -0.97
H -2.26268 -2.79073 -0.79285 0.51
H -1.62774 -3.14772 0.65654 0.49
O -2.23836 -2.61389 0.14890 -0.99
H 2.70534 2.61505 -1.76043 0.49
H 3.34133 1.26701 -2.08697 0.49
O 2.55014 1.66345 -1.70765 -0.97
```


(8)
Density functional theory data (ωB97M-V/def2-TZVPD) for 5 unconnected molecules or ions with the total composition C3H16NO4 in a non-equilibrium geometry.

Values from the calculation:
Net charge ... +1
2S+1 ... 1
Orbital gap ... 0.3935 Ha
Energy relative to the best compared isomer or geometry (same formula, charge and spin) ... 92.5 kJ/mol
E_tot ... -479.3647 Eh

XYZ file:
```
24
Properties=species:S:1:pos:R:3:nbo_charge:R:1
C 3.69304 -1.50335 -1.51588 -0.68
C 2.54923 -0.58270 -1.26293 -0.13
C 1.39889 -0.98360 -0.75262 -0.08
N 0.36467 0.03170 -0.45210 -0.70
H 3.88980 -2.06924 -0.59293 0.24
H 3.54386 -2.41133 -2.10673 0.25
H 4.55914 -0.97185 -1.86175 0.24
H 2.73918 0.47724 -1.39216 0.21
H 1.15387 -1.91760 -0.27129 0.23
H -0.53423 -0.39334 -0.66408 0.44
H 0.41445 0.21206 0.56300 0.48
H 0.45177 0.91451 -0.94873 0.45
H -4.46247 0.58180 0.88993 0.47
H -4.70033 -0.76646 0.18500 0.49
O -4.05985 -0.27008 0.70335 -0.96
H -1.50205 2.70431 -1.70628 0.48
H -2.22187 1.77537 -0.84533 0.48
O -1.55567 1.75243 -1.54609 -0.96
H 0.28138 0.03300 2.66688 0.51
H 1.89624 0.13987 2.75389 0.51
O 1.12141 0.03130 2.20079 -0.99
H -2.13683 1.51373 2.05618 0.48
H -2.26033 0.04113 1.99841 0.50
O -1.70539 0.74107 1.67373 -0.97
```


(9)
Density functional theory data (ωB97M-V/def2-TZVPD) for a molecular structure, C3H17AsF6O5 in a non-equilibrium geometry.

Values from the calculation:
Net charge ... 0
2S+1 ... 1
Orbital gap ... 0.3646 Ha
Energy relative to the best compared isomer or geometry (same formula, charge and spin) ... 0.0 kJ/mol
E_tot ... -3335.7867 Eh

XYZ file:
```
32
Properties=species:S:1:pos:R:3:nbo_charge:R:1
O 6.67867 17.04309 -16.58688 -0.83
H 7.05738 17.84127 -17.09714 0.56
H 7.00407 16.17785 -16.95418 0.54
H 5.69517 17.09002 -16.51541 0.56
As 5.21217 20.31400 -14.71583 2.85
F 3.90673 20.93407 -13.81211 -0.61
F 4.07459 19.55848 -15.83038 -0.66
F 6.48010 19.60445 -15.75314 -0.68
F 6.37990 21.07953 -13.73754 -0.61
F 5.29876 18.88966 -13.76349 -0.62
F 5.23384 21.69940 -15.75283 -0.63
O 9.05211 19.52271 -14.78508 -0.96
H 9.65422 19.86698 -15.44952 0.45
H 8.17153 19.56168 -15.19714 0.49
O 7.82625 14.76520 -17.18641 -0.96
H 7.54576 13.90180 -17.50502 0.50
H 8.73556 14.65410 -16.88909 0.50
O 4.05771 17.26393 -17.07949 -1.00
H 3.19460 16.86848 -17.22580 0.49
H 3.87609 18.17979 -16.80381 0.52
C 6.80945 21.06405 -18.79873 -0.64
C 6.57741 19.55782 -18.80526 0.09
C 6.54941 19.00824 -20.22195 -0.63
O 7.62838 18.92585 -18.03960 -0.75
H 6.46182 21.51255 -17.86664 0.26
H 6.25775 21.55100 -19.60294 0.21
H 7.87500 21.27745 -18.89677 0.20
H 5.61739 19.31237 -18.35460 0.20
H 7.49042 19.15696 -20.76615 0.20
H 5.78419 19.51515 -20.80889 0.23
H 6.37133 17.92979 -20.24003 0.21
H 8.45124 19.05279 -18.52244 0.49
```


(10)
Density functional theory data (ωB97M-V/def2-TZVPD) for 5 unconnected molecules or ions with the total composition C3H17Br2N3O3 in a non-equilibrium geometry.

Values from the calculation:
Net charge ... +2
2S+1 ... 1
Orbital gap ... 0.3347 Ha
Energy relative to the best compared isomer or geometry (same formula, charge and spin) ... 0.0 kJ/mol
E_tot ... -5662.0225 Eh

XYZ file:
```
28
Properties=species:S:1:pos:R:3:nbo_charge:R:1
N 3.23149 0.06558 3.25449 -0.89
H 3.89610 -0.68227 3.05169 0.45
H 2.92591 -0.12032 4.21525 0.44
H 2.35040 -0.01292 2.64570 0.48
H 3.62502 1.00417 3.20520 0.45
N -2.64147 1.39833 -0.32195 -0.90
H -2.96902 0.84343 -1.12535 0.45
H -2.63960 2.38619 -0.57667 0.45
H -1.70670 1.03008 -0.03630 0.48
H -3.27499 1.21647 0.46099 0.43
N -0.90846 -2.42937 1.90692 -0.88
H -0.32758 -3.25454 2.06172 0.45
H -1.60244 -2.59034 1.17217 0.44
H -0.34815 -1.57217 1.65205 0.49
H -1.44484 -2.27819 2.76632 0.45
O 1.87138 1.00297 0.65066 -0.71
C 0.76013 0.28639 0.94675 0.99
O -0.12316 0.15108 0.06731 -0.82
O 0.78079 -0.23058 2.10933 -0.81
H 1.78442 1.30672 -0.26633 0.52
Br 1.93484 -0.00498 -3.40295 0.03
C 0.09277 0.39352 -2.91973 -0.48
C -0.86061 0.22263 -4.08174 -0.39
Br -2.68782 0.27455 -3.32366 -0.05
H 0.11029 1.44537 -2.64202 0.21
H -0.20530 -0.19781 -2.06769 0.24
H -0.77469 -0.71005 -4.62720 0.25
H -0.84873 1.05607 -4.77495 0.24
```


(11)
Density functional theory data (ωB97M-V/def2-TZVPD) for a molecular structure, C3H17MgO6 in a non-equilibrium geometry.

Values from the calculation:
Net charge ... 0
2S+1 ... 2
Expectation value of S² ... 0.75
Orbital gap (alpha / beta) ... 0.1207 / 0.2913 Ha
E_tot ... -776.0400 Eh

XYZ file:
```
27
Properties=species:S:1:pos:R:3:mulliken_spin:R:1
Mg -0.25336 0.79558 -0.75954 3.26
C -0.68954 -1.89546 1.95753 0.00
C 0.65372 -1.49030 1.30150 0.04
C 1.79530 -2.51113 1.45236 0.00
O 0.42137 -0.87694 0.09762 0.17
H -1.23495 -0.95845 2.06991 0.03
H -0.54555 -2.38900 2.91865 0.00
H -1.22560 -2.66335 1.39979 -0.02
H 1.00380 -0.64163 1.88912 0.01
H 2.05267 -2.86434 2.45091 0.00
H 2.76546 -2.09369 1.18286 -0.01
H 1.87022 -3.36721 0.78183 0.00
O -1.24164 1.44005 0.83135 -0.35
H -2.15722 1.20222 0.97760 0.05
H -0.89118 1.59605 1.70832 0.05
O -0.69695 2.62751 -1.81304 -1.20
H 0.06574 2.97290 -2.27698 0.23
H -1.25374 3.39177 -1.66426 0.31
O 1.36681 1.88732 -0.24922 -0.85
H 1.57342 2.81684 -0.15156 0.18
H 2.02253 1.43838 0.28438 0.12
O -2.07187 0.29742 -1.57772 -0.73
H -2.28484 -0.56567 -1.93260 0.12
H -2.71877 0.88425 -1.96938 0.13
O 0.46900 0.42009 -2.60230 -0.83
H 1.18606 -0.13837 -2.90260 0.14
H 0.01912 0.68516 -3.40453 0.14
```


(12)
Density functional theory data (ωB97M-V/def2-TZVPD) for 4 unconnected molecules or ions with the total composition C3H17N2O3 in a non-equilibrium geometry.

Values from the calculation:
Net charge ... +1
2S+1 ... 1
Orbital gap ... 0.4042 Ha
Energy relative to the best compared isomer or geometry (same formula, charge and spin) ... 171.5 kJ/mol
E_tot ... -459.4798 Eh

XYZ file:
```
25
Properties=species:S:1:pos:R:3:nbo_charge:R:1
C -0.52767 1.55875 -1.61150 -0.25
N -1.95308 1.16826 -1.57374 -0.87
C 0.29003 0.65282 -0.66034 -0.25
N -0.50572 -0.39434 0.06910 -0.51
C -1.15928 0.19774 1.25079 -0.44
H -0.13366 1.60262 -2.62849 0.21
H -0.41922 2.59257 -1.28904 0.21
H -2.19532 0.62410 -2.39911 0.37
H -2.52968 1.99349 -1.68921 0.39
H 1.10829 0.19990 -1.18364 0.26
H 0.71758 1.31256 0.09227 0.21
H 0.27613 -0.97541 0.38513 0.47
H -1.18963 -0.78536 -0.54247 0.45
H -1.83956 0.97217 0.94434 0.24
H -1.80093 -0.53783 1.73115 0.24
H -0.50681 0.59765 2.01875 0.24
H 1.79177 -2.28059 1.43832 0.49
H 1.98816 -3.16274 0.22613 0.50
O 1.35330 -2.55622 0.62208 -0.96
H 0.82918 -1.73666 -3.09026 0.48
H 2.17496 -2.24898 -2.46825 0.48
O 1.67352 -1.47134 -2.71912 -0.95
H 1.38186 0.98270 3.78197 0.46
H 0.40457 1.18316 4.94026 0.48
O 0.77121 0.51099 4.35486 -0.94
```